Computed, not measured: the molecule C20H20FN5O3S, with the ωB97M-V functional and the def2-TZVPD basis.

```
! RIJCOSX wB97M-V def2-TZVPD def2/J DEFGRID3
* xyz 0 1
C -0.09 2.82 5.23
O 0.46 1.54 5.02
C 0.06 0.83 3.94
C -0.90 1.25 3.02
C -1.25 0.43 1.96
C -0.65 -0.82 1.80
N -1.09 -1.62 0.73
C -0.50 -2.70 0.20
O 0.56 -3.19 0.52
C -1.35 -3.30 -0.95
C -1.56 -2.23 -1.95
N -2.43 -1.26 -1.82
N -2.24 -0.39 -2.82
C -1.26 -0.84 -3.55
S -0.52 0.00 -4.89
C -0.89 1.69 -4.32
C -0.42 2.02 -2.90
O -0.92 2.95 -2.31
N 0.57 1.23 -2.44
C 1.14 1.19 -1.16
C 0.97 2.21 -0.23
C 1.59 2.13 1.00
C 2.37 1.03 1.30
F 3.00 0.97 2.49
C 2.53 -0.01 0.40
C 1.92 0.08 -0.83
N -0.77 -2.02 -3.04
C 0.31 -2.82 -3.53
C 0.31 -1.23 2.71
C 0.66 -0.42 3.77
H 0.39 3.20 6.13
H 0.12 3.50 4.40
H -1.17 2.77 5.39
H -1.38 2.21 3.11
H -1.99 0.76 1.25
H -1.91 -1.27 0.25
H -0.83 -4.16 -1.37
H -2.31 -3.61 -0.54
H -0.41 2.36 -5.03
H -1.97 1.84 -4.36
H 0.91 0.51 -3.07
H 0.35 3.05 -0.48
H 1.48 2.92 1.73
H 3.13 -0.87 0.67
H 2.05 -0.72 -1.55
H -0.08 -3.74 -3.98
H 0.98 -3.08 -2.72
H 0.85 -2.26 -4.30
H 0.79 -2.19 2.59
H 1.40 -0.73 4.48
*
```

Properties
ΔE to the lowest compared entry with this formula, charge and spin = 0.185 eV
SMILES string = COc1ccc(NC(=O)Cc2nnc(SCC(=O)Nc3ccc(F)cc3)n2C)cc1
gap between HOMO and LUMO = 8.19 eV
molar mass = 429.5 g/mol
electronic energy = -48211.168 eV
HOMO level = -7.87 eV

---

Computed, not measured: a cluster of 7 separate species, C29H44F5NO10S in total, with the ωB97M-V functional and the def2-TZVPD basis.

```
! RIJCOSX wB97M-V def2-TZVPD def2/J DEFGRID3
* xyz 0 1
H 1.00 -1.50 0.80
N 1.76 -1.85 1.40
C 2.66 -0.97 1.52
C 3.87 -1.24 2.35
C 2.56 0.41 0.86
C 1.34 1.07 1.42
C 0.26 1.42 0.72
C -0.93 1.97 1.41
O -1.68 2.77 0.91
C -1.12 1.44 2.81
S -2.68 1.10 3.53
O -3.70 1.93 2.98
O -2.51 0.91 4.93
C -2.96 -0.64 2.90
F -2.32 -1.48 3.71
F -2.43 -0.76 1.67
C -4.44 -1.10 2.79
F -4.97 -1.24 4.01
F -4.41 -2.30 2.17
F -5.18 -0.26 2.06
C -0.05 1.16 3.54
C 1.30 1.33 2.90
O 2.26 1.65 3.54
H 4.05 -0.41 3.04
H 4.75 -1.33 1.70
H 3.75 -2.17 2.89
H 3.44 1.02 1.03
H 2.41 0.28 -0.21
H 0.20 1.30 -0.36
H -0.10 0.79 4.55
C -2.67 -4.76 1.70
C -2.09 -6.11 2.02
C -2.61 -6.79 3.27
O -1.25 -6.62 1.32
H -2.22 -4.38 0.79
H -3.75 -4.84 1.57
H -2.48 -4.07 2.52
H -3.69 -6.94 3.19
H -2.42 -6.16 4.14
H -2.12 -7.75 3.39
C -2.86 4.72 -3.73
C -2.05 4.68 -2.46
C -2.76 5.04 -1.18
O -0.88 4.37 -2.47
H -2.26 4.43 -4.58
H -3.72 4.04 -3.64
H -3.26 5.73 -3.88
H -3.59 4.35 -1.02
H -3.16 6.06 -1.23
H -2.07 4.95 -0.35
C -3.01 0.41 -3.55
C -2.19 0.33 -2.29
C -2.90 0.62 -0.99
O -1.01 0.06 -2.31
H -2.39 0.19 -4.42
H -3.84 -0.30 -3.51
H -3.43 1.41 -3.67
H -3.72 -0.09 -0.85
H -3.31 1.63 -1.00
H -2.20 0.53 -0.18
C 0.22 0.87 -6.74
C -0.29 2.02 -5.90
C 0.41 2.26 -4.59
O -1.22 2.69 -6.27
H -0.36 0.78 -7.66
H 1.27 1.02 -6.99
H 0.15 -0.06 -6.18
H 1.47 2.46 -4.77
H 0.33 1.37 -3.97
H -0.04 3.11 -4.09
C 1.70 -5.91 1.44
C 2.92 -5.27 0.81
C 3.28 -5.72 -0.58
O 3.55 -4.42 1.39
H 1.54 -5.49 2.43
H 0.82 -5.73 0.82
H 1.84 -6.99 1.51
H 2.45 -5.54 -1.27
H 3.48 -6.80 -0.58
H 4.17 -5.19 -0.92
C 6.43 4.05 -0.19
C 5.33 3.69 0.78
C 4.93 4.74 1.79
O 4.79 2.61 0.75
H 6.62 3.22 -0.86
H 6.14 4.93 -0.77
H 7.34 4.30 0.36
H 4.59 5.64 1.27
H 5.79 5.01 2.40
H 4.13 4.35 2.42
*
```

Properties
SMILES string = [H]/N=C(/C)CC1=CC(=O)C(S(=O)(=O)C(F)(F)C(F)(F)F)=CC1=O.CC(C)=O.CC(C)=O.CC(C)=O.CC(C)=O.CC(C)=O.CC(C)=O
gap between HOMO and LUMO = 7.41 eV
molar mass = 693.7 g/mol
electronic energy = -77172.021 eV
HOMO level = -9.06 eV

---

Computed, not measured: a structure of composition C33H28IrN6O6S, with the ωB97M-V functional and the def2-TZVPD basis.

```
! RIJCOSX wB97M-V def2-TZVPD def2/J DEFGRID3
* xyz 0 2
Ir -1.06 -0.20 0.06
O 3.07 3.36 -3.97
C 3.24 2.14 -3.81
O 4.10 1.32 -4.16
C 2.10 1.50 -2.94
C 2.32 0.28 -2.32
C 1.31 -0.25 -1.53
N 0.17 0.42 -1.36
C -0.05 1.63 -1.91
C 0.90 2.18 -2.74
C -1.29 2.28 -1.42
C -1.71 3.52 -1.85
C -2.84 4.10 -1.28
C -3.50 3.42 -0.27
C -3.05 2.17 0.10
N -1.97 1.61 -0.46
C 1.43 -1.54 -0.70
C 1.97 -2.65 -1.55
C 1.43 -3.89 -1.54
C 0.29 -4.15 -0.75
C -0.35 -3.08 -0.11
N 0.10 -1.85 -0.13
H 3.28 -0.20 -2.44
H 0.78 3.15 -3.20
H -1.17 4.03 -2.63
H -3.18 5.07 -1.61
H -4.37 3.84 0.22
H -3.55 1.58 0.86
H 2.80 -2.40 -2.20
H 1.85 -4.67 -2.15
H -0.13 -5.14 -0.68
H -1.28 -3.24 0.41
O -7.16 -2.79 -2.39
C -6.27 -3.50 -1.92
O -6.11 -4.71 -1.71
C -5.04 -2.67 -1.48
C -4.26 -2.02 -2.44
C -3.15 -1.32 -2.04
N -2.81 -1.21 -0.75
C -3.58 -1.80 0.19
C -4.69 -2.55 -0.14
C -3.17 -1.57 1.61
O -3.78 -2.04 2.54
O -2.11 -0.81 1.69
H -4.53 -2.07 -3.49
H -2.50 -0.82 -2.76
H -5.25 -3.02 0.66
N 2.60 4.60 3.93
C 1.42 4.03 4.24
S 0.55 4.53 5.54
C 0.90 2.99 3.30
C -0.19 2.20 3.62
C -0.66 1.26 2.73
N -0.10 1.07 1.53
C 0.95 1.84 1.19
C 1.47 2.79 2.04
H 2.95 5.29 4.58
H 3.28 4.12 3.36
H -0.68 2.33 4.58
H -1.50 0.62 2.97
H 1.38 1.69 0.21
H 2.31 3.39 1.69
C 3.66 -2.11 2.45
C 3.41 -2.22 0.95
C 4.72 -2.03 0.18
C 2.37 -1.18 0.53
H 4.39 -2.85 2.78
H 2.74 -2.26 3.01
H 4.05 -1.12 2.70
H 3.02 -3.22 0.74
H 5.20 -1.10 0.47
H 4.57 -2.01 -0.90
H 5.42 -2.85 0.40
H 2.88 -0.24 0.31
H 1.69 -0.99 1.36
*
```

Properties
ΔE to the lowest compared entry with this formula, charge and spin = 0.691 eV
gap between HOMO and LUMO (spin up / spin down) = 5.69 / 4.82 eV
expectation value of S² = 0.785
molar mass = 828.9 g/mol
electronic energy = -69575.646 eV
HOMO level (spin up / spin down) = -7.82 / -7.82 eV

---

Computed, not measured: the molecule C6H6O2, with the ωB97M-V functional and the def2-TZVPD basis.

```
! RIJCOSX wB97M-V def2-TZVPD def2/J DEFGRID3
* xyz 0 1
C -2.28 0.58 0.14
C -1.36 -0.67 0.11
O -1.69 -1.78 0.01
C 0.08 -0.44 -0.10
C 0.89 0.68 -0.14
C 2.24 0.31 0.22
C 2.10 -1.03 0.12
O 0.88 -1.53 -0.03
H -2.17 1.16 1.06
H -1.74 1.23 -0.60
H -3.38 0.38 -0.34
H 0.58 1.68 -0.35
H 2.94 1.10 -0.10
H 2.92 -1.67 -0.01
*
```

Properties
ΔE to the lowest compared entry with this formula, charge and spin = 1.591 eV
SMILES string = CC(=O)c1ccco1
gap between HOMO and LUMO = 9.64 eV
molar mass = 110.1 g/mol
electronic energy = -10411.818 eV
HOMO level = -9.07 eV

---

Computed, not measured: the ion C10H20N4O with charge +2, with the ωB97M-V functional and the def2-TZVPD basis.

```
! RIJCOSX wB97M-V def2-TZVPD def2/J DEFGRID3
* xyz 2 1
C -0.25 2.37 2.69
C -0.41 1.79 1.28
N -0.35 0.36 1.29
C -0.96 -0.39 0.15
C -2.51 -0.13 -0.01
N -0.60 -1.80 0.44
C 0.61 -2.35 0.16
N 0.90 -2.22 -1.39
C 2.18 -2.81 -1.98
C 0.61 -0.81 -1.80
C -0.24 0.05 -1.14
C -0.33 1.40 -1.69
O 0.85 2.10 -2.00
C 0.10 2.61 -0.93
N 0.69 2.48 0.38
H 0.79 2.29 3.08
H -1.00 1.87 3.31
H -0.53 3.40 2.77
H -1.25 2.24 0.79
H -0.47 0.03 2.26
H -3.06 -0.19 1.03
H -2.90 -0.75 -0.86
H -2.57 0.99 -0.26
H -1.25 -2.32 0.92
H 1.53 -1.93 0.65
H 0.54 -3.33 0.45
H 0.16 -2.74 -1.82
H 3.17 -2.27 -1.81
H 2.38 -3.83 -1.57
H 2.09 -2.86 -3.09
H 0.97 -0.72 -2.78
H -1.20 1.45 -2.28
H -0.39 3.58 -1.11
H 1.54 1.89 0.34
H 1.11 3.33 0.82
*
```

Properties
ΔE to the lowest compared entry with this formula, charge and spin = 1.630 eV
SMILES string = C[C@@H]1N[C@]2(C)NC[N@H+](C)C=C2[C@@H]2O[C@@H]2[NH2+]1
gap between HOMO and LUMO = 10.50 eV
molar mass = 212.3 g/mol
electronic energy = -18683.229 eV
HOMO level = -16.93 eV

---

Computed, not measured: a structure of composition C39H90ClN9O12Si2, with the ωB97M-V functional and the def2-TZVPD basis.

```
! RIJCOSX wB97M-V def2-TZVPD def2/J DEFGRID3
* xyz 0 1
C -1.52 -1.63 4.70
C -2.27 -0.28 4.61
C -1.41 0.76 3.91
C -1.93 2.17 4.01
N -3.32 2.36 3.52
Si -3.61 2.23 1.82
Cl -3.56 0.22 1.30
O -5.13 2.78 1.56
C -6.21 1.96 2.04
C -6.93 1.31 0.86
C -7.71 2.39 0.10
C -7.86 0.13 1.26
C -7.31 -1.22 0.79
C -8.22 0.10 2.74
O -2.66 3.15 0.87
Si -1.23 2.58 0.19
C -1.50 1.41 -1.25
C -0.28 1.38 -2.20
C 1.00 0.90 -1.53
O 1.61 -0.19 -2.25
C 1.21 -1.44 -1.89
C 1.48 -1.89 -0.47
O 0.70 -2.20 -2.71
H -2.00 -2.38 4.09
H -0.51 -1.50 4.32
H -1.41 -1.98 5.73
H -3.15 -0.47 4.00
H -2.60 0.07 5.59
H -1.24 0.43 2.89
H -0.43 0.75 4.39
H -1.91 2.43 5.07
H -1.25 2.87 3.53
H -3.56 3.32 3.74
H -5.89 1.26 2.80
H -6.92 2.64 2.51
H -6.17 0.96 0.17
H -7.11 3.30 0.01
H -8.63 2.64 0.61
H -7.93 2.04 -0.90
H -8.79 0.29 0.72
H -8.11 -1.85 0.44
H -6.62 -1.11 -0.04
H -6.79 -1.73 1.61
H -9.12 -0.50 2.86
H -8.44 1.08 3.15
H -7.44 -0.41 3.31
H -0.55 3.76 -0.34
H -0.34 2.01 1.23
H -1.68 0.38 -0.95
H -2.34 1.77 -1.83
H -0.16 2.31 -2.74
H -0.53 0.63 -2.96
H 0.84 0.61 -0.50
H 1.72 1.71 -1.51
H 2.51 -2.21 -0.34
H 0.79 -2.67 -0.21
H 1.34 -1.09 0.25
C 5.26 -1.15 2.44
O 4.23 -0.87 3.03
N 5.57 -0.72 1.20
C 6.81 -1.10 0.54
C 4.62 0.13 0.51
H 6.04 -1.79 2.88
H 7.39 -0.21 0.31
H 6.59 -1.63 -0.39
H 7.41 -1.75 1.18
H 4.46 1.04 1.09
H 3.67 -0.37 0.40
H 5.01 0.40 -0.47
C 9.07 -4.07 1.18
O 9.17 -2.86 1.31
N 10.04 -4.89 0.76
C 9.84 -6.32 0.63
C 11.33 -4.31 0.43
H 8.12 -4.60 1.41
H 10.54 -6.85 1.26
H 10.00 -6.61 -0.41
H 8.83 -6.59 0.92
H 11.75 -3.80 1.30
H 11.22 -3.58 -0.37
H 12.00 -5.10 0.10
C 9.93 -8.77 3.74
O 9.30 -8.55 2.72
N 11.15 -9.34 3.77
C 11.85 -9.59 5.01
C 11.78 -9.71 2.51
H 9.54 -8.54 4.74
H 12.80 -9.05 5.03
H 12.05 -10.66 5.12
H 11.25 -9.26 5.85
H 11.90 -8.83 1.88
H 11.16 -10.43 1.98
H 12.75 -10.15 2.71
C 7.46 -7.30 -3.55
O 8.16 -8.00 -2.84
N 6.89 -6.14 -3.15
C 6.07 -5.34 -4.03
C 7.12 -5.71 -1.78
H 7.23 -7.55 -4.60
H 6.51 -4.34 -4.15
H 5.07 -5.23 -3.62
H 6.01 -5.80 -5.01
H 8.19 -5.58 -1.61
H 6.75 -6.46 -1.09
H 6.60 -4.76 -1.61
C -9.00 2.97 -3.75
O -9.36 2.63 -2.63
N -8.46 4.16 -4.07
C -8.05 4.46 -5.43
C -8.27 5.17 -3.04
H -9.09 2.30 -4.62
H -6.99 4.68 -5.47
H -8.61 5.33 -5.80
H -8.26 3.61 -6.08
H -7.62 4.78 -2.26
H -9.22 5.43 -2.59
H -7.82 6.06 -3.47
C 2.10 4.67 0.01
O 1.81 3.49 0.04
N 3.27 5.18 0.42
C 3.56 6.60 0.36
C 4.28 4.28 0.95
H 1.40 5.44 -0.38
H 4.43 6.78 -0.27
H 3.76 6.99 1.36
H 2.71 7.14 -0.06
H 4.55 3.54 0.20
H 3.88 3.75 1.82
H 5.16 4.84 1.24
C -9.50 7.54 -0.01
O -8.74 7.27 -0.92
N -9.67 6.78 1.09
C -10.59 7.14 2.15
C -8.90 5.55 1.20
H -10.13 8.45 -0.01
H -10.05 7.26 3.09
H -11.35 6.37 2.27
H -11.08 8.08 1.91
H -7.83 5.77 1.17
H -9.13 4.89 0.36
H -9.15 5.05 2.13
C -4.97 2.87 -6.74
O -4.94 4.05 -6.45
N -4.22 1.92 -6.15
C -4.29 0.52 -6.53
C -3.30 2.32 -5.09
H -5.63 2.47 -7.52
H -4.59 -0.09 -5.68
H -3.32 0.18 -6.89
H -5.02 0.40 -7.33
H -3.85 2.78 -4.27
H -2.58 3.04 -5.47
H -2.77 1.44 -4.73
*
```

Properties
gap between HOMO and LUMO = 9.11 eV
molar mass = 968.8 g/mol
electronic energy = -108167.489 eV
HOMO level = -8.66 eV

---

Computed, not measured: the molecule C6H4O, with the ωB97M-V functional and the def2-TZVPD basis.

```
! RIJCOSX wB97M-V def2-TZVPD def2/J DEFGRID3
* xyz 0 1
C 3.28 0.58 0.92
C 2.03 0.40 0.96
C 0.75 0.13 0.63
C -0.36 1.03 0.31
C -1.25 0.32 -0.38
C -0.70 -1.06 -0.56
O 0.38 -1.13 0.37
H -0.21 -1.13 -1.54
H -0.36 2.09 0.55
H -2.18 0.67 -0.83
H -1.38 -1.90 -0.42
*
```

Properties
ΔE to the lowest compared entry with this formula, charge and spin = 3.343 eV
gap between HOMO and LUMO = 8.56 eV
molar mass = 92.1 g/mol
electronic energy = -8329.097 eV
HOMO level = -9.63 eV